[1]
Here is 10 unconnected molecules or ions with the total composition C32H61NO27 in a non-equilibrium geometry from the OMol25 dataset. Energies are from ωB97M-V/def2-TZVPD.

The geometry in XYZ format:
```
121
Properties=species:S:1:pos:R:3
H -15.960 -11.317 -18.128
C -19.815 -12.607 -14.912
O -17.169 -14.444 -14.950
C -21.880 -9.696 -8.657
O -19.022 -9.519 -16.305
O -16.024 -14.270 -11.040
H -25.919 -7.020 -10.117
H -14.025 -11.931 -15.163
H -15.224 -12.530 -10.128
C -13.594 -11.322 -12.036
C -17.746 -13.454 -17.995
H -19.047 -16.669 -11.687
C -18.431 -9.354 -9.243
O -16.603 -16.585 -15.464
H -24.484 -10.768 -12.422
H -15.884 -9.620 -18.705
C -15.814 -10.425 -12.217
O -16.489 -13.405 -20.722
H -17.852 -13.220 -16.987
H -26.575 -8.730 -8.745
H -25.141 -6.660 -8.042
H -19.675 -13.725 -12.154
O -18.307 -5.186 -12.134
H -22.770 -10.202 -11.788
H -18.381 -17.305 -13.154
C -19.414 -5.742 -11.702
H -23.427 -6.226 -7.544
H -14.336 -13.361 -16.434
H -18.180 -14.380 -18.185
C -26.423 -9.150 -7.754
C -21.611 -11.601 -13.708
H -20.740 -10.521 -16.440
O -22.753 -11.889 -12.954
H -21.100 -7.590 -10.673
C -25.079 -6.509 -10.632
C -18.166 -9.887 -17.295
O -25.084 -9.156 -7.356
H -19.108 -15.705 -13.176
H -13.214 -10.276 -11.996
C -23.409 -10.695 -12.610
H -24.527 -4.921 -8.276
C -24.250 -5.998 -8.305
N -24.481 -7.671 -12.909
H -21.225 -13.379 -11.201
H -21.154 -8.588 -12.121
O -18.061 -14.997 -10.045
O -20.044 -11.780 -11.250
O -18.657 -10.526 -18.515
C -20.425 -9.508 -16.508
H -26.908 -8.450 -7.074
O -19.346 -9.927 -10.178
C -19.239 -11.244 -10.415
H -23.379 -9.968 -13.402
H -26.815 -10.137 -7.524
H -18.716 -9.585 -8.222
H -19.908 -13.643 -10.356
C -18.524 -16.375 -12.566
H -16.856 -3.752 -12.126
H -18.914 -10.027 -12.761
H -21.798 -10.516 -9.288
C -24.734 -7.150 -11.926
C -13.841 -13.648 -20.660
C -16.271 -15.357 -15.069
H -16.862 -13.174 -13.547
O -21.061 -12.647 -14.328
O -16.932 -9.724 -16.955
O -22.975 -9.648 -7.748
H -23.267 -5.382 -10.199
H -18.279 -12.748 -18.684
H -14.210 -14.545 -21.160
C -15.037 -13.608 -14.414
C -15.638 -13.517 -9.891
C -17.993 -9.481 -12.877
O -15.070 -14.922 -14.671
O -14.974 -11.456 -12.258
O -19.626 -6.978 -12.058
C -20.205 -13.191 -11.308
H -21.783 -6.845 -12.003
H -19.418 -11.665 -14.805
H -17.771 -4.129 -10.529
C -16.525 -13.234 -14.518
H -12.949 -14.047 -20.227
O -14.556 -13.300 -19.530
O -17.258 -15.720 -12.290
O -20.992 -10.340 -13.852
H -25.482 -5.620 -11.062
C -15.879 -10.277 -17.805
H -19.144 -13.316 -14.520
H -17.986 -8.879 -11.980
H -14.907 -14.214 -9.446
H -13.261 -13.560 -15.187
H -18.157 -8.874 -13.723
H -18.502 -8.265 -9.185
O -15.518 -9.238 -11.511
O -16.983 -10.492 -12.977
H -20.766 -9.115 -17.406
C -17.812 -3.981 -11.560
H -19.990 -12.834 -15.982
O -16.422 -13.621 -18.325
H -16.415 -13.457 -9.206
C -15.867 -13.496 -19.557
O -18.291 -11.951 -9.679
H -16.643 -12.283 -15.026
H -18.548 -3.150 -11.799
O -20.291 -4.995 -10.842
H -23.123 -7.038 -9.819
H -14.951 -10.111 -17.332
O -24.377 -9.386 -9.594
H -13.084 -11.923 -12.744
H -21.110 -8.998 -15.799
H -21.892 -8.885 -9.351
H -13.389 -11.675 -11.041
C -14.116 -13.016 -15.385
C -23.825 -6.231 -9.787
C -17.143 -14.993 -11.180
H -13.643 -12.835 -21.406
C -20.954 -7.528 -11.735
H -20.866 -9.638 -8.274
H -14.737 -13.415 -13.400
H -17.458 -9.618 -9.378
C -24.102 -9.476 -8.218
```

Its total energy is -90930.4795 eV. For the energy above the lowest of the compared OMol25 structures with the same formula, charge and spin, the calculation gives 394.09 kJ/mol. As for the max |F|: 11.6 eV Å⁻¹. Its SMILES is C[C@H]1COC(=O)O1.COC(=O)OC.COC(=O)OC.COC(=O)OC.COC(=O)OC.COC(=O)OC.COC(=O)OC.COC(=O)OC.COC(=O)OC.CCCC#N.

Here are the Mulliken charges for atoms 1 to 99, given in e: atom 1 (H): 0.04, atom 2 (C): 0.17, atom 3 (O): -0.48, atom 4 (C): -0.40, atom 5 (O): 0.05, atom 6 (O): -0.19, atom 7 (H): 0.13, atom 8 (H): 0.33, atom 9 (H): 0.11, atom 10 (C): -1.02, atom 11 (C): -0.61, atom 12 (H): 0.48, atom 13 (C): -1.24, atom 14 (O): -0.73, atom 15 (H): 0.39, atom 16 (H): 0.35, atom 17 (C): 0.17, atom 18 (O): -0.63, atom 19 (H): -0.17, atom 20 (H): 0.31, atom 21 (H): 0.12, atom 22 (H): -0.12, atom 23 (O): -0.24, atom 24 (H): 0.08, atom 25 (H): 0.25, atom 26 (C): 0.47, atom 27 (H): 0.27, atom 28 (H): 0.08, atom 29 (H): 0.61, atom 30 (C): -0.66, atom 31 (C): 0.36, atom 32 (H): 0.21, atom 33 (O): -0.36, atom 34 (H): 0.15, atom 35 (C): -0.33, atom 36 (C): 0.59, atom 37 (O): -0.40, atom 38 (H): 0.19, atom 39 (H): 0.38, atom 40 (C): -0.60, atom 41 (H): 0.43, atom 42 (C): -1.21, atom 43 (N): -0.55, atom 44 (H): 0.44, atom 45 (H): 0.07, atom 46 (O): -0.65, atom 47 (O): 0.70, atom 48 (O): -0.66, atom 49 (C): -0.79, atom 50 (H): 0.26, atom 51 (O): 0.97, atom 52 (C): -0.40, atom 53 (H): 0.35, atom 54 (H): 0.33, atom 55 (H): 0.46, atom 56 (H): 0.60, atom 57 (C): -0.78, atom 58 (H): 0.22, atom 59 (H): -0.34, atom 60 (H): 0.43, atom 61 (C): 0.22, atom 62 (C): -0.80, atom 63 (C): 0.56, atom 64 (H): -0.01, atom 65 (O): -0.31, atom 66 (O): -0.22, atom 67 (O): -0.34, atom 68 (H): 0.66, atom 69 (H): 0.36, atom 70 (H): 0.35, atom 71 (C): 1.15, atom 72 (C): -0.80, atom 73 (C): -1.05, atom 74 (O): -0.38, atom 75 (O): 0.25, atom 76 (O): 0.11, atom 77 (C): -1.08, atom 78 (H): 0.57, atom 79 (H): 0.14, atom 80 (H): 0.31, atom 81 (C): 0.56, atom 82 (H): 0.30, atom 83 (O): -0.20, atom 84 (O): -0.18, atom 85 (O): -0.04, atom 86 (H): 0.48, atom 87 (C): -0.49, atom 88 (H): -0.33, atom 89 (H): 0.53, atom 90 (H): 0.28, atom 91 (H): 0.54, atom 92 (H): 0.68, atom 93 (H): 0.32, atom 94 (O): -0.72, atom 95 (O): 0.15, atom 96 (H): 0.56, atom 97 (C): -0.65, atom 98 (H): 0.21, atom 99 (O): -0.02

[2]
Here is a molecular structure, C32H62AsBI4N4O7PSSi2Tl in a non-equilibrium geometry from the OMol25 dataset. Energies are from ωB97M-V/def2-TZVPD.

The geometry in XYZ format:
```
116
Properties=species:S:1:pos:R:3
H 6.615 -5.367 1.313
H 1.995 -2.224 4.058
N -1.797 -1.946 3.483
I 0.674 1.829 3.390
H -2.168 4.561 3.446
H 2.850 -0.758 3.679
C -5.843 3.701 0.725
H 0.644 -1.599 -6.159
N -4.557 3.358 0.136
H 3.791 -5.516 4.570
H -6.463 2.266 -1.894
C -0.046 -3.953 -7.813
O 6.684 4.324 -1.953
O -2.873 -4.967 -2.558
H -1.194 3.712 -1.050
C -3.462 1.756 4.661
H 2.569 2.399 -2.933
C 1.134 -5.030 -5.860
H -4.205 1.376 5.361
H -6.227 4.000 -2.574
O -2.335 -0.973 2.877
H 6.182 1.758 -1.332
H -3.995 2.393 -1.663
C -1.177 -4.434 -4.412
H 3.975 4.719 -3.714
C 5.925 1.762 -2.421
H 0.574 -6.005 -6.104
H 3.890 -6.726 3.376
C -3.105 -2.488 -5.139
C 4.461 1.375 -2.622
B -4.084 -4.297 -2.242
C -0.930 4.380 -0.216
As 5.791 -2.558 3.574
H 5.135 0.162 5.704
H 2.028 -4.025 2.697
C 2.585 -1.446 4.463
C 1.237 -2.525 -6.215
C -3.059 4.071 3.746
C 5.660 -5.003 1.152
O -0.675 -2.404 3.107
H 6.642 1.178 -3.003
C -0.957 -3.642 -5.526
H 0.369 6.128 -0.123
H 3.096 -3.012 7.196
C -3.341 -3.336 -4.062
H -3.850 -1.725 -5.321
H 4.585 0.409 -3.299
H -0.476 -3.062 -8.250
N -3.555 3.154 2.626
H -2.562 6.982 -0.773
H 4.041 4.140 -1.913
H -4.054 4.142 -1.587
H 4.484 -3.998 6.772
P -3.108 3.124 1.001
C 0.332 -3.763 -6.342
C 4.714 -0.618 6.320
C -1.929 -2.727 -5.908
C -4.609 3.247 -1.305
H -3.847 4.803 4.056
H -7.766 3.290 -0.289
Si 4.730 -4.404 2.655
C -4.035 1.914 3.254
H 5.781 -4.166 0.426
H -1.942 5.975 2.046
H 2.964 -4.102 5.903
H 3.637 2.327 -4.422
H 2.033 -2.436 -7.026
C -1.763 6.727 -0.017
H -0.895 -4.655 -7.785
I 2.682 2.388 5.410
H -2.928 3.655 5.803
C -2.435 -4.353 -3.749
N -2.155 4.485 0.632
H -5.165 1.832 3.128
H -0.414 -5.140 -4.061
H -7.150 4.952 -0.448
H 5.418 -0.987 7.031
H 1.180 -5.055 -4.761
C -2.506 5.837 1.099
C 4.181 3.892 -2.957
O -2.512 1.849 0.486
C 3.608 -3.409 6.343
C 2.880 -4.116 1.950
C -0.599 5.827 -0.578
C -6.139 3.307 -1.680
I -5.472 -4.966 -0.817
H 4.099 0.977 -1.657
H 2.840 -4.918 1.216
H -3.567 5.949 1.171
H 5.414 -6.258 4.208
H -1.770 -2.137 -6.819
C -6.843 3.844 -0.401
S 5.987 3.561 -3.045
H -2.708 0.989 4.582
H -0.598 5.959 -1.684
H 3.870 -0.241 6.882
H 0.828 -4.352 -8.364
H -0.127 3.916 0.387
H -1.484 7.677 0.476
H -1.676 2.881 4.831
I -2.125 -2.262 -0.862
C -2.759 3.064 4.926
H 2.012 -0.971 5.288
H -5.720 4.574 1.392
H -6.190 2.913 1.404
Si 4.190 -2.084 5.113
O -2.457 -2.472 4.399
H 2.177 -4.983 -6.214
C 3.618 2.503 -3.330
C 4.436 -5.957 3.821
H -3.633 1.171 2.562
Tl -0.511 -0.308 1.269
O -4.342 -3.229 -3.144
H 1.782 -2.513 -5.275
H 5.038 -5.678 0.641
H 2.823 -3.165 1.445
```

Its total energy is -188976.7175 eV. For the energy above the lowest of the compared OMol25 structures with the same formula, charge and spin, the calculation gives 406.24 kJ/mol. As for the max |F|: 3.8 eV Å⁻¹. The net charge is -2.

Here are the Mulliken charges for atoms 1 to 99, given in e: atom 1 (H): 0.37, atom 2 (H): 0.01, atom 3 (N): 0.87, atom 4 (I): 0.01, atom 5 (H): 0.18, atom 6 (H): 0.15, atom 7 (C): -0.12, atom 8 (H): 0.34, atom 9 (N): 0.31, atom 10 (H): 0.12, atom 11 (H): 0.31, atom 12 (C): -1.65, atom 13 (O): -0.64, atom 14 (O): -0.63, atom 15 (H): 0.29, atom 16 (C): -0.27, atom 17 (H): 0.23, atom 18 (C): -1.79, atom 19 (H): 0.37, atom 20 (H): 0.29, atom 21 (O): -0.48, atom 22 (H): 0.30, atom 23 (H): 0.27, atom 24 (C): -0.60, atom 25 (H): 0.34, atom 26 (C): -0.49, atom 27 (H): 0.32, atom 28 (H): 0.45, atom 29 (C): -1.34, atom 30 (C): -0.49, atom 31 (B): 0.81, atom 32 (C): -0.55, atom 33 (As): -0.26, atom 34 (H): 0.26, atom 35 (H): 0.19, atom 36 (C): -0.55, atom 37 (C): -1.68, atom 38 (C): -0.44, atom 39 (C): -1.20, atom 40 (O): -0.55, atom 41 (H): 0.34, atom 42 (C): 0.39, atom 43 (H): 0.33, atom 44 (H): 0.42, atom 45 (C): 0.90, atom 46 (H): 0.40, atom 47 (H): 0.18, atom 48 (H): 0.35, atom 49 (N): 0.55, atom 50 (H): 0.25, atom 51 (H): 0.32, atom 52 (H): 0.25, atom 53 (H): 0.26, atom 54 (P): -0.55, atom 55 (C): 2.15, atom 56 (C): -1.09, atom 57 (C): -0.13, atom 58 (C): -0.65, atom 59 (H): 0.20, atom 60 (H): 0.36, atom 61 (Si): 0.31, atom 62 (C): -0.49, atom 63 (H): 0.29, atom 64 (H): 0.24, atom 65 (H): 0.46, atom 66 (H): 0.30, atom 67 (H): 0.33, atom 68 (C): -0.80, atom 69 (H): 0.38, atom 70 (I): -0.32, atom 71 (H): 0.50, atom 72 (C): -0.06, atom 73 (N): 0.49, atom 74 (H): 0.10, atom 75 (H): 0.20, atom 76 (H): 0.23, atom 77 (H): 0.32, atom 78 (H): 0.42, atom 79 (C): -0.42, atom 80 (C): -0.51, atom 81 (O): -0.78, atom 82 (C): -1.38, atom 83 (C): -1.04, atom 84 (C): -0.39, atom 85 (C): -0.50, atom 86 (I): -0.08, atom 87 (H): 0.27, atom 88 (H): 0.41, atom 89 (H): 0.27, atom 90 (H): 0.23, atom 91 (H): 0.23, atom 92 (C): -0.65, atom 93 (S): 0.36, atom 94 (H): -0.02, atom 95 (H): 0.27, atom 96 (H): 0.27, atom 97 (H): 0.43, atom 98 (H): 0.16, atom 99 (H): 0.40

> The highest max |F| belongs to which entry?

C32H61NO27